# C21H25F4N3O5

A cluster of 3 separate species, C21H25F4N3O5 in total at a distorted geometry (ωB97M-V/def2-TZVPD, the OMol25 dataset).

Structure (ORCA input):
```
! RIJCOSX wB97M-V def2-TZVPD def2/J DEFGRID3
* xyz 0 1
C 0.631 -0.998 0.102
C 1.178 0.413 0.343
N 2.025 0.601 1.269
C 0.677 1.604 -0.496
C -0.767 1.347 -0.870
C -1.145 0.925 -2.081
C -0.254 0.635 -3.270
O 0.931 -0.100 -2.930
C 2.001 0.252 -3.665
F 3.057 -0.451 -3.308
F 2.341 1.554 -3.504
F 1.756 0.066 -4.975
C -2.615 0.747 -2.341
O -3.032 0.589 -3.479
C -3.620 0.799 -1.222
C -4.928 0.423 -1.430
C -5.780 0.530 -0.363
C -5.360 0.981 0.854
F -6.218 1.101 1.874
C -4.067 1.365 1.084
C -3.211 1.248 0.016
C -1.771 1.635 0.221
O -1.418 2.196 1.242
H 0.128 -1.103 -0.858
H -0.090 -1.265 0.875
H 1.428 -1.744 0.157
H 2.208 -0.296 1.722
H 0.717 2.467 0.174
H 1.315 1.766 -1.361
H -0.067 1.568 -3.811
H -0.837 0.005 -3.950
H -5.242 0.096 -2.413
H -6.823 0.258 -0.503
H -3.723 1.745 2.037
C -1.931 -3.473 1.058
O -0.816 -3.362 0.584
N -2.271 -4.333 2.035
C -3.622 -4.413 2.556
C -1.248 -5.209 2.583
H -2.778 -2.855 0.711
H -3.616 -4.190 3.625
H -4.015 -5.420 2.403
H -4.269 -3.700 2.049
H -0.440 -4.609 3.003
H -0.837 -5.832 1.788
H -1.675 -5.840 3.358
C 6.697 1.597 0.840
O 6.530 0.543 1.422
N 5.789 2.588 0.758
C 6.059 3.819 0.047
C 4.494 2.411 1.406
H 7.640 1.832 0.317
H 5.981 4.665 0.734
H 5.331 3.945 -0.759
H 7.060 3.802 -0.380
H 4.647 2.251 2.474
H 3.995 1.537 0.995
H 3.873 3.291 1.252
*
```

For the HOMO-LUMO gap, the calculation gives 7.36 eV. The calculation puts the HOMO energy at -0.3218 hartree. For the lowest unoccupied orbital energy, the calculation gives -1.40 eV.

# C2H3NO

An isolated molecule of C2H3NO at a distorted geometry (ωB97M-V/def2-TZVPD, the OMol25 dataset).

Structure (ORCA input):
```
! RIJCOSX wB97M-V def2-TZVPD def2/J DEFGRID3
* xyz 0 1
C -0.113 -1.186 -0.270
C -1.412 -0.489 0.380
N 0.915 -1.914 0.270
O -2.320 0.032 -0.231
H -0.274 -1.661 -1.232
H 0.438 -0.337 -0.690
H -1.295 -0.599 1.468
*
```

Its energy relative to the best compared isomer or geometry (same formula, charge and spin) is 452.9 kJ/mol. For the HOMO-LUMO gap (spin up / spin down), the calculation gives 8.67 / 8.79 eV. The calculation puts the HOMO energy (spin up / spin down) at -0.3517 / -0.3594 hartree. For the lowest unoccupied orbital energy (spin up / spin down), the calculation gives -0.90 / -0.99 eV.

# C7H11N3O2

An isolated molecule of C7H11N3O2 at a distorted geometry (ωB97M-V/def2-TZVPD, the OMol25 dataset).

Structure (ORCA input):
```
! RIJCOSX wB97M-V def2-TZVPD def2/J DEFGRID3
* xyz 0 1
C -0.160 -0.202 0.206
C 1.907 0.345 0.190
C 0.419 2.101 0.279
C 0.221 3.008 -0.893
C -1.476 -1.718 1.448
C -1.529 -1.592 -1.211
C -0.704 -1.521 0.180
N -0.498 0.993 0.291
N 1.811 1.571 0.307
N 2.740 -0.722 0.139
O 2.953 -1.303 -0.942
O 3.088 -1.121 1.201
H 0.426 2.718 1.192
H 0.441 2.361 -1.831
H 0.947 3.908 -0.681
H -0.800 3.273 -0.887
H -2.183 -0.878 1.641
H -0.816 -1.540 2.357
H -1.858 -2.783 1.507
H -0.833 -1.116 -1.913
H -2.427 -0.983 -1.053
H -1.798 -2.635 -1.496
H 0.129 -2.165 -0.033
*
```

Its energy relative to the best compared isomer or geometry (same formula, charge and spin) is 641.8 kJ/mol. For the HOMO-LUMO gap (spin up / spin down), the calculation gives 8.66 / 8.66 eV. The calculation puts the HOMO energy (spin up / spin down) at -0.3313 / -0.3313 hartree. For the lowest unoccupied orbital energy (spin up / spin down), the calculation gives -0.35 / -0.35 eV.

# C6H13NO

A structure of composition C6H13NO at a distorted geometry (ωB97M-V/def2-TZVPD, the OMol25 dataset).

Structure (ORCA input):
```
! RIJCOSX wB97M-V def2-TZVPD def2/J DEFGRID3
* xyz 0 1
C 0.002 0.780 0.890
N 0.523 -0.272 1.755
C 0.735 0.336 3.003
O -2.142 1.939 -1.318
C 0.065 0.494 -0.630
C 1.220 -0.244 -1.266
C 0.847 -1.579 -1.203
C -0.077 -2.323 -2.029
H -1.147 0.872 0.975
H 0.496 1.785 1.023
H -0.226 0.786 3.451
H 1.294 -0.477 3.756
H 1.551 1.165 3.025
H -2.808 2.557 -1.552
H -0.892 0.030 -0.950
H -1.519 -0.391 -1.220
H -0.076 1.497 -1.070
H 1.947 0.342 -1.731
H 0.760 -2.094 -0.249
H -0.369 -3.225 -1.567
H -0.187 -1.978 -3.093
*
```

Its energy relative to the best compared isomer or geometry (same formula, charge and spin) is 1461.6 kJ/mol. For the HOMO-LUMO gap, the calculation gives 4.14 eV. The calculation puts the HOMO energy at -0.2742 hartree. For the lowest unoccupied orbital energy, the calculation gives -3.32 eV.

# C28H35ClN2O4

A cluster of 2 separate species, C28H35ClN2O4 in total at a distorted geometry (ωB97M-V/def2-TZVPD, the OMol25 dataset).

Structure (ORCA input):
```
! RIJCOSX wB97M-V def2-TZVPD def2/J DEFGRID3
* xyz 0 1
C 3.137 3.628 5.404
C 1.824 3.399 4.698
O 2.081 2.348 3.747
C 1.038 1.887 3.034
C 1.392 0.677 2.282
Cl 0.121 -0.252 1.755
C 2.685 -0.026 2.244
O 2.887 -1.064 1.629
O 3.636 0.558 2.988
C 4.816 -0.251 3.028
C 5.771 0.469 3.937
O -0.072 2.403 3.031
H 3.005 4.375 6.190
H 3.487 2.698 5.864
H 3.912 3.986 4.717
H 1.063 3.064 5.415
H 1.493 4.296 4.163
H 4.563 -1.244 3.426
H 5.214 -0.349 2.010
H 6.685 -0.119 4.042
H 6.036 1.453 3.535
H 5.330 0.607 4.930
C -6.353 -2.616 3.172
C -7.253 -2.543 1.930
C -6.396 -1.937 0.801
N -5.223 -1.392 1.463
C -4.256 -0.660 0.829
C -3.495 0.297 1.560
C -2.567 1.097 0.932
C -2.181 0.836 -0.421
C -1.158 1.571 -1.067
C -0.337 1.010 -2.090
C 0.256 -0.283 -1.935
C 1.193 -0.759 -2.832
C 1.388 -0.096 -4.074
N 2.212 -0.594 -5.044
C 3.303 -1.523 -4.810
C 3.997 -1.694 -6.177
C 3.110 -0.995 -7.217
C 2.110 -0.147 -6.418
C 0.713 1.141 -4.288
C -0.028 1.729 -3.284
C -2.912 -0.167 -1.132
C -3.980 -0.820 -0.556
C -5.136 -1.728 2.873
H -6.877 -2.254 4.059
H -6.017 -3.641 3.365
H -7.661 -3.518 1.650
H -8.089 -1.866 2.135
H -6.118 -2.703 0.055
H -6.951 -1.146 0.266
H -3.688 0.420 2.626
H -2.063 1.886 1.491
H -1.035 2.624 -0.809
H 0.022 -0.861 -1.043
H 1.746 -1.674 -2.616
H 4.010 -1.120 -4.062
H 2.940 -2.492 -4.425
H 4.973 -1.199 -6.143
H 4.159 -2.751 -6.409
H 3.704 -0.353 -7.871
H 2.569 -1.718 -7.838
H 1.081 -0.259 -6.794
H 2.369 0.922 -6.500
H 0.826 1.644 -5.251
H -0.435 2.734 -3.426
H -2.643 -0.366 -2.172
H -4.590 -1.501 -1.153
H -5.153 -0.820 3.496
H -4.192 -2.256 3.092
*
```

For the HOMO-LUMO gap, the calculation gives 3.53 eV. The calculation puts the HOMO energy at -0.1971 hartree. For the lowest unoccupied orbital energy, the calculation gives -1.83 eV.

# C5H8N2

An isolated molecule of C5H8N2 at a distorted geometry (ωB97M-V/def2-TZVPD, the OMol25 dataset).

Structure (ORCA input):
```
! RIJCOSX wB97M-V def2-TZVPD def2/J DEFGRID3
* xyz 0 1
N 2.068 -0.647 -0.182
C 0.901 -0.045 0.435
C 0.969 1.413 0.748
N 0.818 2.548 0.913
C -0.302 -0.175 -0.490
C -1.596 0.495 -0.155
C -1.512 -1.008 -0.203
H 2.858 -0.702 0.451
H 2.364 -0.121 -0.999
H 0.725 -0.573 1.380
H -0.007 -0.116 -1.535
H -1.687 0.931 0.839
H -2.078 1.078 -0.935
H -1.940 -1.571 -1.027
H -1.581 -1.507 0.761
*
```

Its energy relative to the best compared isomer or geometry (same formula, charge and spin) is 138.6 kJ/mol. For the HOMO-LUMO gap, the calculation gives 11.21 eV. The calculation puts the HOMO energy at -0.3788 hartree. For the lowest unoccupied orbital energy, the calculation gives 0.90 eV.

# C52H36Br3CoF3NO5S2

A structure of composition C52H36Br3CoF3NO5S2 (ωB97M-V/def2-TZVPD, the OMol25 dataset).

Structure (ORCA input):
```
! RIJCOSX wB97M-V def2-TZVPD def2/J DEFGRID3
* xyz 0 1
Co 0.164 -0.966 -2.047
C -2.374 6.102 -0.661
C -1.852 4.712 -0.428
C -0.740 4.251 -1.127
C -0.247 2.973 -0.925
C -0.882 2.128 -0.021
C -1.964 2.586 0.720
C -2.445 3.868 0.505
S -0.123 0.528 0.265
O 1.050 0.761 1.125
C -1.413 -0.306 1.188
C -2.613 -0.527 0.464
C -3.597 -1.297 0.989
C -3.421 -1.929 2.245
C -4.412 -2.786 2.778
C -4.227 -3.398 3.983
C -3.038 -3.179 4.708
C -2.070 -2.348 4.222
C -2.233 -1.695 2.973
C -1.219 -0.823 2.440
C -0.123 -0.449 3.396
C -0.452 0.562 4.357
C -1.685 1.264 4.326
C -1.968 2.234 5.245
C -1.035 2.555 6.253
C 0.154 1.889 6.317
C 0.473 0.878 5.378
C 1.695 0.166 5.451
C 1.994 -0.787 4.529
C 1.088 -1.079 3.483
S 1.450 -2.365 2.279
O 1.257 -3.674 2.962
C 3.220 -2.088 2.198
C 4.046 -3.154 2.500
C 5.424 -2.982 2.443
C 5.977 -1.756 2.096
C 7.469 -1.561 2.075
C 5.118 -0.702 1.783
C 3.744 -0.860 1.816
H -2.413 6.331 -1.726
H -1.723 6.841 -0.190
H -3.374 6.225 -0.246
H -0.251 4.897 -1.847
H 0.626 2.639 -1.466
H -2.438 1.947 1.451
H -3.298 4.217 1.075
H -2.726 -0.086 -0.516
H -4.519 -1.458 0.443
H -5.316 -2.953 2.205
H -4.986 -4.058 4.382
H -2.887 -3.682 5.654
H -1.155 -2.208 4.780
H -2.417 1.018 3.567
H -2.914 2.757 5.204
H -1.268 3.325 6.977
H 0.876 2.122 7.091
H 2.389 0.394 6.251
H 2.929 -1.327 4.582
H 3.603 -4.098 2.791
H 6.076 -3.816 2.676
H 7.985 -2.494 1.850
H 7.829 -1.209 3.045
H 7.761 -0.821 1.329
H 5.534 0.259 1.501
H 3.084 -0.040 1.558
C -1.941 -2.244 -4.502
C -0.488 -1.993 -4.766
C -0.037 -2.195 -6.095
C 1.264 -2.019 -6.442
C 2.204 -1.653 -5.453
C 3.587 -1.458 -5.658
Br 4.332 -1.654 -7.388
C 4.401 -1.129 -4.611
C 3.886 -0.987 -3.315
Br 5.046 -0.559 -1.904
C 2.541 -1.167 -3.046
O 1.994 -1.093 -1.863
C 1.708 -1.480 -4.153
N 0.374 -1.620 -3.841
H -2.533 -1.729 -5.260
H -2.262 -1.929 -3.521
H -2.127 -3.315 -4.606
H -0.771 -2.492 -6.833
H 1.592 -2.167 -7.462
H 5.459 -0.980 -4.771
Br 0.343 3.225 -4.817
C -1.471 2.954 -4.354
C -2.366 3.907 -4.822
C -3.717 3.797 -4.536
C -4.186 2.727 -3.788
C -3.293 1.778 -3.330
C -1.925 1.874 -3.596
C -1.050 0.836 -2.987
O 0.198 0.915 -2.942
O -1.601 -0.182 -2.439
H -1.995 4.733 -5.412
H -4.402 4.550 -4.904
H -5.240 2.634 -3.563
H -3.636 0.937 -2.743
F -0.826 -2.662 -0.199
C -0.180 -2.717 -1.385
F -0.993 -3.445 -2.196
F 0.917 -3.465 -1.201
*
```

Its energy relative to the best compared isomer or geometry (same formula, charge and spin) is 49.3 kJ/mol. For the HOMO-LUMO gap, the calculation gives 7.34 eV. The calculation puts the HOMO energy at -0.2879 hartree. For the lowest unoccupied orbital energy, the calculation gives -0.50 eV.

In eV, the E_tot values for the records above are, in order, -47760.046 -5655.211 -15996.207 -9956.026 -53293.906 -8293.560 -343814.886.